[1]
DFT (the ωB97M-V functional and the def2-TZVPD basis) results for 2 unconnected molecules or ions with the total composition C3H6O2 at a distorted geometry.

For the energy above the lowest of the compared OMol25 structures with the same formula, charge and spin, the calculation gives 113.5 kcal/mol. Its LUMO energy is 0.613 eV. The calculation puts the HOMO-LUMO gap at 0.3240 Eh. As for the SMILES: CC#CO.O. The calculation puts the total energy at -268.22430 hartree.

```
! wB97M-V def2-TZVPD RIJCOSX def2/J DEFGRID3
* xyz 0 1
C 1.22472 -0.52960 -0.18534
O 2.50665 -0.29607 0.15489
H 2.68542 0.65576 0.23967
C 0.08774 0.01404 -0.01143
O -1.09249 -1.56859 -0.22244
H -0.17768 -1.97471 -0.38550
H -0.16590 2.10044 0.05085
C -0.78436 1.20001 -0.02299
H -1.35630 1.27963 -0.95208
H -1.47919 1.21387 0.82300
H -1.44861 -2.09478 0.51135
*
```

Computed Löwdin charges, given in elementary charges:
1. C -0.186
2. O -0.016
3. H 0.105
4. C -0.144
5. O -0.065
6. H 0.076
7. H 0.085
8. C -0.090
9. H 0.080
10. H 0.074
11. H 0.081



[2]
DFT (the ωB97M-V functional and the def2-TZVPD basis) results for C3H6O2 in the gas phase.

For the energy above the lowest of the compared OMol25 structures with the same formula, charge and spin, the calculation gives 129.5 kcal/mol. Its LUMO energy is 0.325 eV. The calculation puts the HOMO-LUMO gap at 0.3151 Eh. The calculation puts the total energy at -268.19890 hartree.

```
! wB97M-V def2-TZVPD RIJCOSX def2/J DEFGRID3
* xyz 0 1
C 1.03089 0.89720 0.71388
H 1.17963 1.20959 1.73934
H -1.76801 0.43850 -0.72142
H 0.41874 1.58864 0.11958
C -1.19708 -0.46338 -0.47182
O -0.46547 -0.87301 -1.59788
C -0.35802 -0.21850 0.77739
O 0.80640 -0.80265 0.67645
H 1.96242 0.75175 0.15551
H 0.32682 -1.30575 -1.23796
H -1.93632 -1.22239 -0.15307
*
```

Computed Löwdin charges, given in elementary charges:
1. C 0.008
2. H 0.087
3. H 0.117
4. H 0.102
5. C -0.278
6. O -0.069
7. C -0.196
8. O -0.067
9. H 0.099
10. H 0.076
11. H 0.121



[3]
DFT (the ωB97M-V functional and the def2-TZVPD basis) results for C3H6O2 in the gas phase at a distorted geometry.

For the energy above the lowest of the compared OMol25 structures with the same formula, charge and spin, the calculation gives 44.5 kcal/mol. Its LUMO energy is 0.634 eV. The calculation puts the HOMO-LUMO gap at 0.3866 Eh. As for the SMILES: C[C@H](O)C=O. The calculation puts the total energy at -268.33426 hartree.

```
! wB97M-V def2-TZVPD RIJCOSX def2/J DEFGRID3
* xyz 0 1
C 0.81530 -1.27564 0.43918
H -1.78755 -0.91504 1.36938
H 0.25721 0.39586 1.52214
H -1.18323 0.92884 -1.17430
H 1.90638 -1.06450 0.65720
O 0.88974 1.39360 -1.13076
H 0.88757 -1.77201 -0.60828
C -0.08897 -0.08870 0.54073
O -1.43106 -0.47192 0.52492
H 0.45252 -2.14743 1.21543
C -0.09340 0.89781 -0.66905
*
```

Computed Löwdin charges, given in elementary charges:
1. C -0.090
2. H 0.146
3. H 0.162
4. H 0.164
5. H 0.087
6. O 0.067
7. H 0.104
8. C -0.463
9. O -0.098
10. H 0.130
11. C -0.208



[4]
DFT (the ωB97M-V functional and the def2-TZVPD basis) results for C3H6O2 in the gas phase.

For the energy above the lowest of the compared OMol25 structures with the same formula, charge and spin, the calculation gives 85.9 kcal/mol. Its LUMO energy is 0.384 eV. The calculation puts the HOMO-LUMO gap at 0.3346 Eh. The calculation puts the total energy at -268.26832 hartree.

```
! wB97M-V def2-TZVPD RIJCOSX def2/J DEFGRID3
* xyz 0 1
C -0.69997 0.36344 -0.19360
H 0.94854 1.30216 -1.24310
H -1.43440 0.90894 -0.78040
H 0.01896 -0.89847 -0.86893
H 1.55475 -1.33376 -0.26127
O -2.24995 -0.19782 1.53468
C -1.11689 -0.14725 1.09538
H 1.38968 0.78167 0.43294
H -0.27136 -0.59395 1.69036
C 0.70800 0.64550 -0.41036
O 1.15265 -0.83045 -0.99570
*
```

Computed Löwdin charges, given in elementary charges:
1. C -0.196
2. H 0.110
3. H 0.104
4. H 0.161
5. H 0.115
6. O -0.005
7. C -0.372
8. H 0.109
9. H 0.114
10. C -0.109
11. O -0.030



[5]
DFT (the ωB97M-V functional and the def2-TZVPD basis) results for a molecular structure, C3H6O2 at a distorted geometry.

For the energy above the lowest of the compared OMol25 structures with the same formula, charge and spin, the calculation gives 58.5 kcal/mol. Its LUMO energy is 0.925 eV. The calculation puts the HOMO-LUMO gap at 0.3919 Eh. The calculation puts the total energy at -268.31205 hartree.

```
! wB97M-V def2-TZVPD RIJCOSX def2/J DEFGRID3
* xyz 0 1
O -1.17767 0.71920 -0.67570
C -0.79647 -0.65485 -0.53827
H -0.29910 -1.12772 -1.40254
C 0.22983 -0.34071 0.55788
H -0.16987 -0.58147 1.54956
H -1.70439 -1.16908 -0.24461
O 1.51689 -0.89537 0.51979
H 2.07519 -0.33909 -0.03577
H 0.50557 1.44664 -0.78398
H -0.17300 1.83520 0.93117
C -0.00697 1.10725 0.12246
*
```

Computed Löwdin charges, given in elementary charges:
1. O -0.136
2. C -0.149
3. H 0.128
4. C -0.339
5. H 0.150
6. H 0.115
7. O -0.014
8. H 0.093
9. H 0.130
10. H 0.124
11. C -0.104



[6]
DFT (the ωB97M-V functional and the def2-TZVPD basis) results for C3H6O2 in the gas phase at a distorted geometry.

For the energy above the lowest of the compared OMol25 structures with the same formula, charge and spin, the calculation gives 2.5 kcal/mol. Its LUMO energy is 0.828 eV. The calculation puts the HOMO-LUMO gap at 0.4161 Eh. As for the SMILES: CCC(=O)O. The calculation puts the total energy at -268.40122 hartree.

```
! wB97M-V def2-TZVPD RIJCOSX def2/J DEFGRID3
* xyz 0 1
O -1.74515 0.23745 -0.31506
C 0.55597 0.02615 0.27787
H 0.90322 -1.25799 -1.42734
H 0.96524 -0.72894 0.95884
C -0.94083 0.08757 0.56862
H 1.84937 0.19542 -1.42442
O -1.35039 0.04266 1.85419
H -2.32671 0.17659 1.78547
H 0.98967 0.94741 0.67454
H 0.24390 0.47660 -1.77202
C 0.85570 -0.20294 -1.18067
*
```

Computed Löwdin charges, given in elementary charges:
1. O 0.088
2. C -0.166
3. H 0.081
4. H 0.119
5. C -0.531
6. H 0.075
7. O 0.090
8. H 0.139
9. H 0.122
10. H 0.080
11. C -0.097



[7]
DFT (the ωB97M-V functional and the def2-TZVPD basis) results for a molecular structure, C3H6O2P at a distorted geometry.

For the energy above the lowest of the compared OMol25 structures with the same formula, charge and spin, the calculation gives 74.8 kcal/mol. Its LUMO energy is 3.993 eV. The calculation puts the HOMO-LUMO gap at 0.2798 Eh. The calculation puts the total energy at -609.70907 hartree.

```
! wB97M-V def2-TZVPD RIJCOSX def2/J DEFGRID3
* xyz -1 1
H -0.28429 0.43980 2.03938
O -2.38210 1.64979 0.04299
P -1.93041 0.24546 0.03486
H -0.43969 -1.14639 1.25303
O -3.31912 -1.26196 -0.11988
H 1.39734 -0.14870 0.25088
H 0.63381 1.40924 -0.12393
C -0.46316 -0.09565 1.09270
H -0.46230 0.26434 -2.14346
H -0.46301 -1.12613 -1.09564
C 0.51528 0.33225 -0.04500
C -0.47654 -0.07314 -1.05335
*
```

Computed Löwdin charges, given in elementary charges:
1. H 0.074
2. O -0.434
3. P 0.643
4. H 0.056
5. O -0.734
6. H 0.071
7. H 0.096
8. C -0.286
9. H 0.097
10. H 0.049
11. C -0.299
12. C -0.333



[8]
DFT (the ωB97M-V functional and the def2-TZVPD basis) results for 2 unconnected molecules or ions with the total composition C3H6O2P at a distorted geometry.

For the energy above the lowest of the compared OMol25 structures with the same formula, charge and spin, the calculation gives 32.9 kcal/mol. Its LUMO energy (spin up / spin down) is 4.381 / 2.164 eV. The calculation puts the HOMO-LUMO gap (spin up / spin down) at 0.1925 / 0.2036 Eh. The expectation value of S² is 2.023. The calculation puts the total energy at -609.61263 hartree.

```
! wB97M-V def2-TZVPD RIJCOSX def2/J DEFGRID3
* xyz -1 3
C 0.53886 0.63891 -0.21750
O 0.55246 -1.18247 1.83793
O 1.54419 -2.35673 -1.11331
H -2.06291 -0.97683 -0.73109
H 0.13661 0.91059 -1.18023
H 1.78722 1.03045 1.39406
H 1.75632 -2.97113 -0.40657
C -1.68051 -1.11097 0.26564
P -0.01497 -0.91129 0.50617
H -2.10698 -1.93564 0.81890
C 1.41355 1.38091 0.44505
H 1.78740 2.33008 0.08455
*
```

Computed Löwdin charges, given in elementary charges:
1. C -0.351
2. O -0.468
3. O -0.333
4. H -0.017
5. H 0.046
6. H 0.023
7. H -0.095
8. C -0.215
9. P 0.534
10. H -0.016
11. C -0.127
12. H 0.020



[9]
DFT (the ωB97M-V functional and the def2-TZVPD basis) results for 2 unconnected molecules or ions with the total composition C3H6O2PS at a distorted geometry.

For the energy above the lowest of the compared OMol25 structures with the same formula, charge and spin, the calculation gives 46.4 kcal/mol. Its LUMO energy is 3.592 eV. The calculation puts the HOMO-LUMO gap at 0.2894 Eh. The calculation puts the total energy at -1007.97081 hartree.

```
! wB97M-V def2-TZVPD RIJCOSX def2/J DEFGRID3
* xyz -1 1
P 3.17402 0.37219 1.65621
H -1.16540 -1.14430 -0.76578
H 0.71588 0.84398 -0.64838
C 0.83888 -0.54827 1.02216
C -1.22189 -0.10107 -0.27833
H -1.51379 0.56910 -1.15144
H 2.81883 0.45121 -0.36067
O 4.00638 -0.46835 2.52572
O 3.65716 0.11878 0.10882
S 2.97885 2.32415 1.99181
H 0.19697 -1.28557 1.60727
C 0.28104 0.07879 0.00490
H -1.82148 -0.00299 0.61353
*
```

Computed Löwdin charges, given in elementary charges:
1. P 0.068
2. H 0.080
3. H 0.066
4. C -0.107
5. C -0.160
6. H 0.064
7. H 0.033
8. O -0.447
9. O -0.328
10. S 0.019
11. H 0.037
12. C -0.373
13. H 0.047



[10]
DFT (the ωB97M-V functional and the def2-TZVPD basis) results for 2 unconnected molecules or ions with the total composition C3H6O2PS at a distorted geometry.

For the energy above the lowest of the compared OMol25 structures with the same formula, charge and spin, the calculation gives 51.5 kcal/mol. Its LUMO energy is 3.148 eV. The calculation puts the HOMO-LUMO gap at 0.1912 Eh. The calculation puts the total energy at -1007.96258 hartree.

```
! wB97M-V def2-TZVPD RIJCOSX def2/J DEFGRID3
* xyz -1 1
C 0.23288 -1.70574 -0.59889
C 4.46077 -0.45459 -0.49555
H 0.94668 -2.41825 -0.99592
H 0.09892 1.56331 1.10518
P 1.02374 -0.24582 0.25772
S 4.66508 0.72242 0.48045
H -0.76687 0.38261 1.94469
O 4.41413 -1.37456 -1.20879
H -0.28367 -2.18792 0.32680
H -0.40230 -1.41729 -1.37342
H -1.46792 0.88823 0.33984
O 1.69304 -0.67725 1.51633
C -0.59646 0.70679 0.88564
*
```

Computed Löwdin charges, given in elementary charges:
1. C -0.349
2. C -0.927
3. H -0.007
4. H -0.020
5. P 0.432
6. S 0.735
7. H 0.006
8. O 0.064
9. H 0.045
10. H -0.031
11. H -0.039
12. O -0.603
13. C -0.305



[11]
DFT (the ωB97M-V functional and the def2-TZVPD basis) results for a molecular structure, C3H6O2S at a distorted geometry.

For the energy above the lowest of the compared OMol25 structures with the same formula, charge and spin, the calculation gives 119.0 kcal/mol. Its LUMO energy is -0.215 eV. The calculation puts the HOMO-LUMO gap at 0.3381 Eh. The calculation puts the total energy at -666.40445 hartree.

```
! wB97M-V def2-TZVPD RIJCOSX def2/J DEFGRID3
* xyz 0 1
H 1.67592 0.17650 2.03793
H 1.27130 -1.94849 -2.15341
O -0.05894 1.10141 1.13865
C 0.83071 -0.08365 1.21651
H -0.64029 1.39484 -0.88742
C 0.34214 -1.21588 -1.44852
S 1.62164 -0.06950 -0.54368
H -1.89614 1.82658 0.56257
O -0.89242 -1.13018 -1.17292
H 0.26033 -1.04066 1.28374
H -1.50071 -0.05016 -0.10845
C -1.01353 1.03918 0.07500
*
```

Computed Löwdin charges, given in elementary charges:
1. H 0.136
2. H 0.165
3. O -0.331
4. C -0.374
5. H 0.047
6. C -0.428
7. S 0.785
8. H 0.151
9. O -0.129
10. H 0.082
11. H 0.092
12. C -0.195



[12]
DFT (the ωB97M-V functional and the def2-TZVPD basis) results for C3H6O2S in the gas phase at a distorted geometry.

For the energy above the lowest of the compared OMol25 structures with the same formula, charge and spin, the calculation gives 56.8 kcal/mol. Its LUMO energy is 0.652 eV. The calculation puts the HOMO-LUMO gap at 0.3710 Eh. As for the SMILES: COCC(=O)S. The calculation puts the total energy at -666.50349 hartree.

```
! wB97M-V def2-TZVPD RIJCOSX def2/J DEFGRID3
* xyz 0 1
H -1.36967 1.19231 -0.10216
S 0.14488 -0.73875 1.97986
H -0.72071 -1.76206 2.29507
H 1.67030 -0.69093 -0.94645
C 0.64455 -0.43172 -0.61659
C -0.44177 1.66922 -0.36595
C 0.22068 -1.50717 0.44934
O -0.07070 -2.64582 0.11541
O 0.77892 0.77917 0.06610
H -0.30061 1.87308 -1.52934
H -0.29119 -0.43278 -1.42620
H -0.26467 2.69545 0.08092
*
```

Computed Löwdin charges, given in elementary charges:
1. H 0.064
2. S 0.911
3. H -0.065
4. H 0.133
5. C -0.263
6. C -0.029
7. C -0.803
8. O -0.006
9. O -0.336
10. H 0.120
11. H 0.181
12. H 0.094